Entry 1:
A gas-phase ion, C9H18N4 (charge +2) in a non-equilibrium geometry. Source: the OMol25 dataset; level of theory: ωB97M-V with the def2-TZVPD basis set.

```
31
Properties=species:S:1:pos:R:3:forces:R:3
C 0.1803 1.0479 -1.0682 -0.71 0.67 0.73
C -1.1559 1.0856 -1.1347 -1.20 -1.08 -1.95
C 0.8840 0.9328 0.1798 2.19 -2.63 -0.54
C 2.1802 -1.0835 -0.2023 -1.53 -1.21 0.49
C 0.5371 1.3571 1.3471 -0.96 1.07 1.46
C -1.7045 -0.5999 0.7296 1.12 1.75 1.39
C -0.8732 -1.5388 0.3530 -0.66 -0.54 -3.16
C 3.3693 1.1745 -0.2090 -1.64 -1.78 -1.82
C -3.3871 -0.0769 -0.9461 -0.80 -1.75 0.56
N 2.2072 0.1662 0.0920 0.95 3.54 -1.13
N -1.9931 -0.0699 2.0079 -1.92 -0.21 -0.78
N 3.0337 -2.0160 -0.5237 1.22 0.21 -0.71
N -2.1684 0.4780 -0.2184 -1.39 0.69 1.85
H 0.8662 1.1775 -1.8855 -0.57 0.38 -0.90
H -1.7544 1.1972 -2.0622 1.21 0.47 0.31
H 1.0252 1.0409 2.2386 0.58 0.12 0.51
H -0.2820 2.0467 1.4526 -0.23 0.02 0.08
H 1.1769 -1.4019 -0.0491 -0.37 -0.94 -0.12
H -0.5865 -1.7381 -0.7207 -0.76 0.92 0.98
H -0.5989 -2.3938 0.8652 0.36 -1.16 1.95
H 3.6669 1.0514 -1.3186 0.14 -0.14 2.01
H 2.8399 2.1056 -0.1844 0.29 0.68 0.40
H 4.0945 1.0499 0.5718 0.65 0.16 -0.10
H -3.1677 -0.7864 -1.7601 0.67 0.56 0.21
H -3.8245 -0.7965 -0.1527 -0.09 1.65 -1.32
H -4.0441 0.7149 -1.3579 0.38 -0.37 0.72
H -1.5930 -0.4077 2.8484 1.00 -0.92 0.44
H -3.0063 -0.0791 2.1970 0.38 0.21 -0.12
H 2.7606 -2.9550 -0.7841 -0.57 0.17 0.35
H 3.9754 -1.8409 -0.8273 0.44 0.45 0.22
H -2.6579 1.1581 0.5220 1.79 -0.99 -2.01
```
Forces are in eV/Å.

Output
- spin multiplicity = 1
- HOMO level (eV) = -16.979
- electronic energy (eV) = -15565.5062
- largest force on an atom (eV/A) = 3.8
- frontier orbital gap (eV) = 9.747
- relative energy (zero: lowest compared OMol25 entry of this formula, charge and spin) (kcal/mol) = 32.71
- charge = +2

=====

Entry 2:
A molecular structure, C9H18NO2 in a non-equilibrium geometry. Source: the OMol25 dataset; level of theory: ωB97M-V with the def2-TZVPD basis set.

```
30
Properties=species:S:1:pos:R:3:forces:R:3
C 0.1225 -0.0477 -2.9956 -0.49 0.69 -2.27
C -0.3458 -0.9150 -2.1321 0.35 -1.34 1.33
C -0.7945 -0.5097 -0.6955 0.20 0.58 -2.53
C -0.4561 -2.3827 -2.3928 -0.13 0.34 -3.93
C -0.2359 2.2017 -0.3567 1.37 -3.69 1.51
C 1.1776 1.0854 2.1667 4.68 -2.43 0.68
C 0.5010 -1.2631 1.7814 -0.15 2.30 0.78
C -1.0748 0.5645 2.0286 -1.65 0.22 2.37
C 0.2533 0.3420 0.0438 -1.63 4.27 -2.48
N 0.2565 0.2082 1.4899 -1.57 -1.94 0.62
O -1.9205 -0.7401 -0.3698 -0.25 -0.31 0.85
O 1.4872 0.2405 -0.5092 1.05 -0.61 2.56
H 0.4176 -0.1737 -4.0510 -0.06 -0.97 0.72
H -0.1430 0.9657 -2.9137 0.24 1.54 0.84
H -0.5130 -2.9602 -1.5619 -0.20 -1.66 2.64
H 0.3247 -2.8266 -3.0610 -0.16 0.81 0.68
H -1.3629 -2.6047 -3.0188 0.41 0.44 0.81
H 0.4747 2.7147 0.2693 0.03 0.34 -0.02
H 0.1276 2.2427 -1.3657 -0.68 0.28 -0.44
H -1.2468 2.3789 -0.0419 -0.44 0.19 -0.64
H 2.2894 0.6436 2.0393 -2.53 1.25 0.10
H 1.0865 2.0078 1.7192 0.20 1.95 -0.52
H 0.9967 1.1368 3.2266 -0.39 -0.16 0.25
H -0.2452 -1.7783 1.3216 -1.85 -1.57 -1.76
H 1.4497 -1.4523 1.4517 2.33 -0.87 -0.92
H 0.3745 -1.5014 2.7916 0.19 0.23 1.78
H -1.3097 -0.0759 2.9455 0.83 1.40 -0.85
H -1.1702 1.6483 2.1560 0.69 -0.26 0.75
H -1.9515 0.4174 1.4663 -0.35 -1.01 -1.66
H 1.4306 0.4332 -1.4320 -0.05 0.00 -1.27
```
Forces are in eV/Å.

Output
- spin multiplicity = 1
- HOMO level (eV) = -13.240
- electronic energy (eV) = -15199.3477
- largest force on an atom (eV/A) = 5.3
- frontier orbital gap (eV) = 9.752
- relative energy (zero: lowest compared OMol25 entry of this formula, charge and spin) (kcal/mol) = 92.47
- charge = +1

=====

Entry 3:
C9H18NO2P in the gas phase. Source: the OMol25 dataset; level of theory: ωB97M-V with the def2-TZVPD basis set.

```
31
Properties=species:S:1:pos:R:3:forces:R:3
C 3.7045 0.0256 -0.4340 -0.08 -0.07 -0.09
C 2.1896 0.3254 -0.4914 0.10 0.11 -0.07
C 1.2759 -0.9013 -0.2835 0.10 0.05 0.10
C 0.2316 -0.7616 0.8317 0.02 -0.11 -0.19
C -1.0374 0.0802 0.5213 0.18 0.15 0.06
P -2.5703 -0.9405 0.1949 0.05 -0.04 -0.04
C -2.0359 -1.8107 -1.3612 -0.15 0.15 0.14
O -2.3465 -2.1615 1.2998 -0.06 -0.05 -0.14
C -0.9920 1.1434 -0.5983 -0.40 -0.01 -0.04
C -0.5842 2.4466 0.0918 0.12 0.16 0.14
N -1.0600 2.2720 1.4615 -0.33 -0.32 -0.40
C -1.3728 0.9542 1.7379 0.06 0.07 0.21
O -1.8175 0.5606 2.7905 -0.09 0.02 -0.06
H 4.2148 0.3619 -1.3396 -0.01 0.02 0.11
H 3.8927 -1.0480 -0.3460 0.00 0.09 0.01
H 4.1795 0.5155 0.4186 -0.01 -0.06 -0.07
H 1.9582 1.0777 0.2665 -0.01 -0.08 0.00
H 1.9672 0.7996 -1.4526 -0.05 -0.03 0.09
H 0.7931 -1.1751 -1.2237 -0.02 -0.02 0.00
H 1.9136 -1.7532 -0.0236 -0.11 0.03 0.01
H -0.1160 -1.7598 1.1090 0.05 0.07 0.05
H 0.7285 -0.3761 1.7287 -0.05 0.06 -0.08
H -1.5142 -2.7423 -1.1317 0.04 0.04 -0.01
H -2.9240 -2.0218 -1.9614 0.13 -0.08 0.02
H -1.3712 -1.1753 -1.9437 -0.04 -0.01 -0.11
H -2.6691 -2.9996 0.9516 -0.03 0.00 0.11
H -2.0297 1.2959 -0.9369 0.11 -0.08 -0.06
H -0.4214 0.8919 -1.4909 0.24 -0.03 0.19
H -1.0280 3.3265 -0.3801 0.00 -0.10 0.06
H 0.4984 2.5855 0.1083 -0.02 0.03 -0.14
H -1.6574 2.9641 1.8865 0.27 0.06 0.19
```
Forces are in eV/Å.

Output
- spin multiplicity = 1
- HOMO level (eV) = -8.524
- electronic energy (eV) = -24499.4239
- largest force on an atom (eV/A) = 0.6
- frontier orbital gap (eV) = 9.317

=====

Entry 4:
3 unconnected molecules or ions with the total composition C9H18O3. Source: the OMol25 dataset; level of theory: ωB97M-V with the def2-TZVPD basis set.

```
30
Properties=species:S:1:pos:R:3:forces:R:3
C 0.9734 5.0216 6.8028 0.34 0.13 0.25
C 1.5358 6.2149 7.5514 -0.11 -0.21 0.13
O 1.9486 6.1021 8.6832 -0.01 -0.07 0.01
C 1.5481 7.5348 6.8456 0.15 -0.13 -0.39
H 1.5914 4.1611 7.0575 -0.07 -0.07 -0.08
H 0.9771 5.1844 5.7281 -0.11 -0.08 -0.04
H -0.0358 4.8230 7.1651 -0.07 0.04 -0.08
H 2.1463 8.2402 7.4113 -0.14 0.20 0.03
H 0.5202 7.8750 6.7065 0.01 0.14 0.10
H 1.9611 7.4072 5.8403 0.02 0.06 0.08
C 5.2633 6.2301 8.2745 0.47 0.31 -0.10
C 5.6827 5.3439 9.4227 0.32 0.32 -0.18
O 6.8028 5.3874 9.8790 0.00 0.05 -0.04
C 4.6547 4.4136 9.9606 -0.22 -0.12 0.22
H 6.0961 6.8849 8.0140 -0.02 -0.11 -0.04
H 4.4092 6.8507 8.5404 -0.16 -0.17 0.04
H 5.0040 5.6195 7.4075 -0.13 0.01 0.02
H 4.4419 3.6405 9.2196 -0.05 -0.03 0.02
H 3.7284 4.9603 10.1403 -0.07 -0.11 0.02
H 5.0421 3.9685 10.8722 -0.12 -0.13 0.03
C -0.8087 2.7465 4.2515 0.04 -0.11 0.36
C 0.4674 2.1560 3.6984 -0.25 0.03 -0.23
O 1.4083 2.8608 3.4297 0.22 0.07 0.03
C 0.4836 0.6696 3.4734 -0.05 -0.34 0.12
H -1.2760 2.0665 4.9671 -0.01 0.04 -0.02
H -1.5332 2.9293 3.4576 0.07 -0.03 -0.12
H -0.5684 3.6883 4.7372 -0.10 0.05 -0.03
H 0.4554 0.1474 4.4366 0.00 0.12 -0.04
H 1.3731 0.3542 2.9366 0.05 0.10 -0.04
H -0.4107 0.3502 2.9331 0.01 0.07 -0.01
```
Forces are in eV/Å.

Output
- spin multiplicity = 1
- HOMO level (eV) = -9.278
- electronic energy (eV) = -15767.1951
- largest force on an atom (eV/A) = 0.6
- frontier orbital gap (eV) = 9.828
- relative energy (zero: lowest compared OMol25 entry of this formula, charge and spin) (kcal/mol) = 0.00

=====

Entry 5:
3 unconnected molecules or ions with the total composition C9H18O9 in a non-equilibrium geometry. Source: the OMol25 dataset; level of theory: ωB97M-V with the def2-TZVPD basis set.

```
36
Properties=species:S:1:pos:R:3:forces:R:3
C 1.8702 -1.9035 -1.2118 0.70 -1.04 1.42
O 1.8644 -0.8466 -2.1319 1.85 0.13 0.88
C 0.7442 -0.6891 -2.7636 1.85 1.13 0.08
O -0.2029 -1.3418 -2.5981 -3.84 -2.27 0.20
O 0.8902 0.3198 -3.5697 -0.19 1.46 -1.78
C -0.2424 0.5673 -4.3983 -0.74 0.26 -0.54
H 2.8758 -1.9632 -0.7899 0.04 0.07 -0.40
H 1.6201 -2.8582 -1.6736 -0.05 0.11 -0.12
H 1.2365 -1.7703 -0.3272 -0.36 0.34 -0.47
H -1.1051 0.8635 -3.7986 0.12 -0.05 0.03
H -0.5342 -0.2856 -5.0180 0.24 -0.22 0.40
H -0.0129 1.3610 -5.1059 0.37 0.15 0.35
C -2.8155 -1.5027 -0.3942 0.53 -1.36 -0.67
O -3.0590 -0.7281 0.7527 -0.53 0.39 0.13
C -2.2935 -0.9844 1.7924 0.22 0.04 0.00
O -1.3171 -1.6856 1.8045 0.34 -0.41 -0.08
O -2.7714 -0.3306 2.8353 -0.26 0.93 0.33
C -2.1508 -0.6466 4.0831 0.50 -1.10 -0.82
H -3.5286 -1.2053 -1.1497 0.05 0.30 -0.10
H -2.9599 -2.5740 -0.2051 -0.27 0.17 0.28
H -1.7838 -1.4631 -0.7412 -0.08 0.56 -0.08
H -2.4567 0.0852 4.8106 -0.37 -0.06 0.19
H -1.0655 -0.6729 3.9917 -0.02 0.28 -0.03
H -2.4290 -1.6906 4.2436 -0.14 0.23 0.90
C 0.7575 1.1761 3.0074 0.01 -0.48 -0.07
O 1.8407 1.3041 2.0810 0.30 -0.66 1.04
C 1.5183 1.7690 0.9040 -0.17 0.80 -0.85
O 0.4999 2.3520 0.6354 -0.14 -0.03 -0.16
O 2.5301 1.5355 0.0672 0.47 0.08 0.37
C 2.6725 2.4575 -1.0092 0.51 -0.13 -0.29
H 0.3050 2.1319 3.2587 0.02 0.04 -0.15
H 1.1871 0.7064 3.8873 0.06 0.11 0.06
H 0.0334 0.4858 2.5735 -0.14 0.24 0.07
H 2.6995 3.4879 -0.6568 -0.54 -0.01 0.07
H 1.9180 2.2516 -1.7572 -0.16 0.33 -0.16
H 3.6649 2.2877 -1.4283 -0.15 -0.33 -0.02
```
Forces are in eV/Å.

Output
- spin multiplicity = 1
- HOMO level (eV) = -10.668
- electronic energy (eV) = -28051.9403
- largest force on an atom (eV/A) = 4.5
- frontier orbital gap (eV) = 11.477
- relative energy (zero: lowest compared OMol25 entry of this formula, charge and spin) (kcal/mol) = 10.31

=====

Entry 6:
2 unconnected molecules or ions with the total composition C9H18Si in a non-equilibrium geometry. Source: the OMol25 dataset; level of theory: ωB97M-V with the def2-TZVPD basis set.

```
28
Properties=species:S:1:pos:R:3:forces:R:3
C -0.2643 -0.9920 2.6363 0.53 1.42 -0.95
C 1.3476 2.5250 -0.6282 0.76 0.43 -1.24
C 0.2524 -0.1352 1.6985 -1.08 -2.59 -0.14
C 0.9273 1.1337 -1.2104 0.61 -0.16 5.05
C -1.6569 3.0936 1.0771 0.34 0.09 -3.59
C -0.9877 -2.4223 -0.8493 1.91 0.60 -1.74
C 1.4667 -2.9714 -0.9999 -1.45 0.79 3.93
C -1.8288 2.1012 0.1868 -0.13 -0.98 0.63
C 0.4325 -1.8606 -1.1244 -1.43 -0.43 0.63
Si 0.6557 -0.3126 -0.1370 0.23 2.25 -1.65
H -0.3210 -0.6860 3.6952 -0.11 -0.09 -0.66
H -0.7074 -1.9592 2.3993 0.51 0.07 -0.03
H 1.4197 3.3093 -1.4579 -0.61 -0.96 0.94
H 2.3922 2.6344 -0.1926 -1.17 -0.72 -0.24
H 0.4589 0.8561 1.9513 0.59 1.47 0.97
H 1.2884 1.0578 -2.1672 0.43 -0.85 -2.42
H -1.8948 3.0830 2.0775 -0.32 -0.53 2.16
H 0.6143 2.8273 0.1073 0.16 0.39 0.16
H -1.2858 4.0545 0.6952 -0.32 -0.28 0.19
H -1.5871 -1.7729 -1.3977 -1.81 0.77 -1.04
H -0.9405 -3.3828 -1.3030 -0.79 -1.05 -0.07
H -1.3399 -2.3950 0.1325 -0.15 -0.36 1.75
H 1.6195 -3.4194 -1.9356 1.03 -0.58 -1.03
H 1.0066 -3.7388 -0.2585 1.16 1.02 -1.21
H 2.2021 -2.3637 -0.4437 1.24 -1.67 -0.85
H -1.6529 2.1775 -0.9017 0.08 0.30 0.87
H -2.0724 1.0370 0.4899 -0.09 1.48 -0.16
H 0.4558 -1.4786 -2.1396 -0.11 0.15 -0.25
```
Forces are in eV/Å.

Output
- spin multiplicity = 1
- HOMO level (eV) = -7.406
- electronic energy (eV) = -17497.5292
- largest force on an atom (eV/A) = 5.1
- frontier orbital gap (eV) = 7.492
- relative energy (zero: lowest compared OMol25 entry of this formula, charge and spin) (kcal/mol) = 96.33

=====

Entry 7:
C9H19B2N3 in the gas phase in a non-equilibrium geometry. Source: the OMol25 dataset; level of theory: ωB97M-V with the def2-TZVPD basis set.

```
33
Properties=species:S:1:pos:R:3:forces:R:3
B 2.9325 -0.1960 -0.7836 0.37 -0.07 0.26
B -2.6831 0.4327 0.9332 -1.47 -1.41 0.11
C 0.7927 1.5352 -0.4321 -3.41 3.43 0.71
C -0.5956 1.3335 -0.0493 0.30 -0.86 0.04
C 1.8159 0.7908 -0.5160 2.69 -2.37 -0.26
C -1.2175 0.1175 0.4104 -1.03 1.92 -0.01
C -1.3845 -2.1333 0.8866 3.48 -3.29 1.31
C 4.6368 0.8295 0.7208 -0.87 3.12 2.06
C 5.2439 -1.1306 -0.4728 2.12 0.93 -0.03
C -3.4380 0.3294 -1.4034 -1.14 -0.88 0.03
C -5.1030 0.4757 0.3225 -0.80 -0.88 1.56
N -0.7294 -1.0584 0.3454 2.07 2.34 -1.31
N 4.2616 -0.1457 -0.2219 -3.08 -0.29 -0.54
N -3.7588 0.3635 0.0065 4.09 0.99 1.02
H 2.5860 -1.1066 -1.5211 0.48 0.39 0.26
H -2.9881 0.4462 2.1076 0.17 0.28 -0.33
H 0.8560 2.6445 -0.6054 0.66 -0.73 -0.41
H -1.2863 2.1989 -0.1164 0.76 -0.46 0.02
H -1.7727 -2.0403 1.8823 -0.06 0.22 0.83
H -2.1532 -2.4624 0.2974 -2.16 -0.94 -1.79
H -0.5303 -2.9675 0.8237 -2.25 1.10 0.69
H 3.7420 1.1207 1.4163 1.41 -0.39 -1.37
H 5.4117 0.5091 1.4214 -0.02 -0.38 -0.18
H 5.0456 1.8146 0.3040 -0.60 -1.20 0.17
H 5.9028 -1.1267 0.4272 -0.32 -0.79 -0.76
H 4.8977 -2.0839 -0.7821 -0.68 -0.91 0.22
H 5.8516 -0.7832 -1.3105 0.51 -0.08 -0.07
H -3.1550 1.2575 -1.8466 0.40 0.85 -0.07
H -2.6833 -0.4008 -1.4584 1.28 -0.60 -0.82
H -4.2642 -0.0462 -2.0024 -0.35 -0.09 0.11
H -5.5104 -0.4853 0.0313 -1.15 0.09 -0.06
H -5.2721 0.6669 1.3927 0.15 -0.26 -0.33
H -5.4514 1.3008 -0.2072 -1.55 1.24 -1.06
```
Forces are in eV/Å.

Output
- spin multiplicity = 1
- HOMO level (alpha / beta) (eV) = -7.509 / -7.256
- electronic energy (eV) = -15459.7997
- largest force on an atom (eV/A) = 5.0
- frontier orbital gap (alpha / beta) (eV) = 7.306 / 6.404
- relative energy (zero: lowest compared OMol25 entry of this formula, charge and spin) (kcal/mol) = 86.88